Below is 6 unconnected molecules or ions with the total composition C62H105BrNO4P at a distorted geometry, with properties calculated with the ωB97M-V functional and the def2-TZVPD basis.

Geometry as XYZ:
```
174
Properties=species:S:1:pos:R:3:forces:R:3:lowdin_charge:R:1
C 7.8842 -2.1519 3.9839 -0.63 0.32 0.78 -0.131
C 7.6653 -0.6811 4.4557 1.02 -0.49 -1.29 -0.281
C 6.6483 0.0932 3.5956 -0.98 0.28 1.34 -0.601
Br 6.7129 -0.3651 1.6918 0.29 0.19 0.09 0.760
C 5.1847 -0.0643 4.0717 0.65 -0.14 -0.49 -0.238
C 4.9073 -0.7380 5.2444 -0.47 -0.29 0.44 -0.015
C 3.5931 -0.8501 5.6936 0.42 -0.14 0.73 0.007
C 2.5737 -0.2892 4.9811 -1.22 0.03 -0.40 -0.092
C 2.8295 0.3721 3.7762 -0.63 0.10 -0.05 -0.068
C 4.1263 0.4844 3.3279 0.57 0.33 -0.04 0.003
C 1.6285 0.9640 3.0457 0.41 0.04 0.03 -0.285
O 1.6858 2.0703 2.5491 -0.12 -0.69 0.04 0.092
C 0.3881 0.0835 3.0520 0.57 0.42 -0.20 -0.079
C 0.1421 -0.5594 4.2721 0.40 0.00 0.87 -0.031
C -0.9662 -1.3646 4.4674 -0.41 -0.10 0.51 -0.134
C -1.3377 -2.0723 5.7626 -0.67 -0.72 -0.52 -0.089
C -1.6290 -3.5755 5.4632 0.27 1.17 -0.15 -0.165
N -0.4400 -4.1517 4.7921 -0.33 -1.00 0.15 -0.089
C 0.0571 -5.3193 5.5769 0.45 -0.26 -0.47 -0.216
C 0.9567 -6.2730 4.7548 -0.31 -0.14 0.52 -0.081
C -0.7522 -4.6311 3.4529 -0.25 -0.04 -0.81 -0.474
C 0.1296 -4.0645 2.3321 0.09 0.15 0.60 0.010
O -1.6466 -5.4131 3.2111 0.48 0.66 0.36 0.099
C -1.8282 -1.5017 3.3849 0.00 0.13 0.39 0.007
C -1.5984 -0.8774 2.1842 -0.41 0.00 -1.27 -0.193
C -2.6605 -1.0859 1.1155 -0.47 -0.55 0.55 -0.142
O -3.3920 0.1305 0.8707 0.27 -0.43 -0.13 -0.075
C -4.1479 0.4370 1.9811 -0.29 0.71 0.59 -0.311
C -5.3148 -0.2420 2.2818 -0.20 -1.15 -1.05 -0.031
C -6.0681 0.0204 3.4047 -0.21 0.06 0.50 -0.084
C -5.6588 1.0112 4.2888 -0.19 -0.37 -0.31 -0.092
C -4.5101 1.7195 3.9749 -0.34 0.46 0.97 -0.082
C -3.7631 1.4485 2.8457 0.68 0.48 -0.19 -0.007
C -0.4752 -0.0605 1.9497 0.67 -0.73 0.08 -0.246
P -0.1128 0.8300 0.3929 -0.42 1.98 -0.41 0.982
C 1.6933 0.6919 -0.0343 0.08 -0.77 0.29 -0.260
C -0.9491 0.1109 -1.0931 0.22 -0.87 -0.01 -0.298
C 1.1260 -0.3670 5.4150 0.30 0.25 -0.13 -0.245
O 0.7991 -0.2535 6.5785 0.17 -0.24 -0.54 0.119
H 8.1192 -2.7805 4.8538 0.29 0.12 -0.34 0.073
H 8.6804 -2.1721 3.2360 -0.19 -0.27 0.14 0.055
H 6.9610 -2.5695 3.5611 0.26 0.11 -0.04 0.058
H 8.6372 -0.1820 4.3183 -0.29 0.01 0.16 0.099
H 7.4574 -0.6298 5.5275 -0.23 0.18 -0.32 0.095
H 6.8803 1.1612 3.6979 0.00 -0.22 -0.49 0.106
H 5.6609 -1.2046 5.8711 0.01 0.15 -0.34 0.109
H 3.3917 -1.3623 6.6328 -0.07 0.10 -0.19 0.129
H 4.3703 1.0119 2.4063 -0.27 -0.07 0.14 0.097
H -0.5904 -1.9939 6.5515 -0.14 0.13 -0.24 0.102
H -2.2935 -1.6409 6.1059 0.41 0.06 0.18 0.131
H -2.5012 -3.6515 4.8033 0.11 -0.18 0.26 0.107
H -1.8799 -4.0691 6.4102 0.18 -0.14 -0.29 0.120
H -0.8074 -5.9085 5.9221 0.29 0.16 0.22 0.115
H 0.6416 -4.9236 6.4168 -0.38 -0.06 -0.02 0.117
H 1.6306 -5.7300 4.0815 -0.11 -0.20 0.13 0.076
H 0.3268 -6.9889 4.2119 0.27 0.35 -0.21 0.077
H 1.5502 -6.8865 5.4470 -0.01 0.29 -0.17 0.076
H 0.5572 -4.8696 1.7241 -0.19 0.12 0.14 0.089
H -0.4828 -3.4163 1.6942 0.03 -0.26 0.07 0.073
H 0.9201 -3.4381 2.7643 -0.14 -0.24 -0.16 0.081
H -2.7356 -2.0958 3.4898 0.18 0.12 -0.04 0.132
H -2.2787 -1.5188 0.1891 -0.09 0.59 0.06 0.103
H -3.3872 -1.8259 1.4911 0.29 0.10 -0.04 0.121
H -5.6253 -1.0430 1.6051 0.02 0.23 0.13 0.126
H -6.9645 -0.5623 3.6133 0.19 0.12 -0.14 0.107
H -6.2387 1.1957 5.1896 0.22 0.14 -0.14 0.103
H -4.2175 2.4976 4.6806 0.21 -0.08 -0.36 0.109
H -2.8701 2.0451 2.6536 -0.13 -0.27 -0.11 0.129
H 2.2466 0.0908 0.7041 -0.12 0.08 -0.28 0.039
H 1.8394 0.2283 -1.0191 -0.18 0.04 0.24 0.043
H 2.1495 1.6816 -0.0508 -0.24 -0.06 0.07 0.004
H -1.9808 0.4591 -1.2166 0.22 -0.11 0.35 0.018
H -0.9176 -0.9867 -1.0811 -0.04 0.23 -0.34 0.031
H -0.4051 0.4420 -1.9886 0.07 0.07 0.41 0.042
C -3.7519 3.5179 -5.4716 0.12 0.03 0.08 -0.109
C -3.4108 2.5006 -4.3875 -0.04 -0.04 -0.12 -0.267
C -4.6121 1.6748 -3.9302 0.06 -0.04 0.09 -0.231
C -5.7463 2.4740 -3.2877 -0.04 0.12 -0.15 -0.220
C -5.3484 3.3011 -2.0682 -0.08 -0.13 0.10 -0.256
C -4.8374 2.4437 -0.9166 0.06 0.20 0.00 -0.100
H -4.4662 4.2622 -5.1161 -0.02 -0.01 -0.03 0.066
H -2.8535 4.0500 -5.7895 -0.04 0.02 -0.04 0.069
H -4.1775 3.0241 -6.3482 -0.04 0.02 0.02 0.075
H -2.9521 3.0114 -3.5359 -0.02 -0.03 0.02 0.100
H -2.6513 1.8166 -4.7791 0.01 0.00 0.05 0.099
H -4.2631 0.9080 -3.2307 -0.04 0.00 0.00 0.095
H -5.0162 1.1318 -4.7908 0.02 0.01 -0.01 0.102
H -6.5382 1.7760 -2.9994 0.03 0.01 0.01 0.080
H -6.1921 3.1389 -4.0346 0.01 -0.03 -0.02 0.106
H -6.2232 3.8630 -1.7273 0.01 0.03 -0.04 0.103
H -4.5947 4.0464 -2.3382 -0.01 -0.01 -0.03 0.101
H -5.5904 1.7142 -0.6089 0.04 -0.04 -0.01 0.071
H -4.6010 3.0664 -0.0519 0.02 -0.08 0.04 0.077
H -3.9297 1.9044 -1.1901 -0.02 -0.03 0.06 0.051
C -12.8298 -0.6817 -3.5584 0.03 -0.08 0.12 -0.114
C -12.3705 0.1237 -2.3470 -0.10 0.05 -0.10 -0.272
C -11.7121 1.4527 -2.7152 0.04 0.03 0.11 -0.230
C -10.4308 1.3356 -3.5420 -0.03 -0.05 -0.10 -0.227
C -9.3195 0.5038 -2.9042 0.05 0.13 0.02 -0.267
C -8.8133 1.0794 -1.5855 0.00 -0.17 -0.01 -0.115
H -11.9906 -0.9681 -4.1946 -0.02 0.01 -0.02 0.065
H -13.3274 -1.5987 -3.2384 -0.01 0.00 -0.06 0.068
H -13.5377 -0.1083 -4.1609 0.04 0.00 -0.03 0.074
H -11.6930 -0.4824 -1.7390 0.02 0.03 0.00 0.098
H -13.2405 0.3329 -1.7182 0.04 -0.01 0.04 0.103
H -11.5046 2.0076 -1.7954 0.02 0.01 -0.02 0.101
H -12.4303 2.0610 -3.2744 -0.01 -0.02 0.00 0.109
H -10.0518 2.3445 -3.7356 0.02 -0.02 0.01 0.110
H -10.6677 0.9128 -4.5229 -0.02 0.01 0.01 0.101
H -8.4818 0.4521 -3.6063 -0.03 -0.04 -0.01 0.096
H -9.6535 -0.5263 -2.7505 -0.02 0.01 -0.03 0.100
H -8.4402 2.0967 -1.7230 -0.04 0.01 0.05 0.067
H -7.9945 0.4696 -1.1976 0.01 0.07 0.05 0.067
H -9.5970 1.1002 -0.8262 0.01 0.03 0.00 0.068
C -2.3931 -1.6258 -8.3361 0.12 0.04 0.09 -0.112
C -2.0502 -2.6428 -7.2520 -0.05 -0.03 -0.13 -0.272
C -3.2481 -3.4782 -6.8019 0.06 -0.05 0.08 -0.230
C -4.3896 -2.6841 -6.1654 -0.02 0.06 -0.08 -0.225
C -4.0004 -1.8529 -4.9444 -0.07 -0.12 0.08 -0.275
C -3.4886 -2.6917 -3.7775 0.07 0.14 0.00 -0.101
H -3.1148 -0.8870 -7.9830 -0.01 -0.01 -0.03 0.063
H -1.4971 -1.0866 -8.6483 -0.04 0.02 -0.04 0.068
H -2.8106 -2.1208 -9.2156 -0.04 0.02 0.01 0.075
H -1.5997 -2.1299 -6.3974 -0.02 -0.02 0.02 0.098
H -1.2843 -3.3201 -7.6401 0.01 0.01 0.05 0.103
H -2.8989 -4.2429 -6.1017 -0.03 0.01 0.01 0.100
H -3.6446 -4.0232 -7.6646 0.02 0.01 -0.01 0.109
H -5.1806 -3.3854 -5.8798 0.00 0.02 0.02 0.110
H -4.8346 -2.0218 -6.9141 0.01 -0.02 0.00 0.102
H -4.8800 -1.2962 -4.6113 0.03 0.03 -0.03 0.093
H -3.2493 -1.1047 -5.2150 -0.03 0.01 -0.02 0.095
H -4.2378 -3.4225 -3.4650 0.03 -0.03 -0.01 0.077
H -3.2649 -2.0523 -2.9203 0.00 -0.04 0.02 0.057
H -2.5731 -3.2274 -4.0353 -0.02 -0.03 0.02 0.067
C 10.4071 0.9764 1.5846 0.10 0.12 -0.03 -0.113
C 10.5656 0.5645 0.1257 -0.12 -0.06 0.07 -0.265
C 10.7042 -0.9452 -0.0647 0.01 -0.01 -0.11 -0.227
C 11.9330 -1.5733 0.5950 -0.02 0.03 0.10 -0.231
C 13.2758 -0.9922 0.1552 0.00 -0.12 -0.06 -0.272
C 13.5613 -1.1842 -1.3309 0.07 0.12 0.06 -0.113
H 11.2855 0.7132 2.1774 -0.02 0.00 0.01 0.069
H 10.2701 2.0568 1.6604 -0.02 -0.02 0.07 0.073
H 9.5337 0.4936 2.0275 0.03 -0.02 0.01 0.021
H 11.4212 1.0862 -0.3126 0.00 -0.03 -0.02 0.099
H 9.6854 0.9024 -0.4289 0.03 0.00 -0.02 0.102
H 10.7124 -1.1641 -1.1366 0.02 -0.02 0.02 0.102
H 9.8091 -1.4355 0.3329 -0.01 0.03 0.01 0.096
H 11.9256 -2.6479 0.3847 0.02 0.01 0.00 0.109
H 11.8494 -1.4816 1.6824 -0.02 0.00 -0.01 0.099
H 14.0679 -1.4825 0.7281 -0.01 0.04 0.03 0.103
H 13.3313 0.0711 0.4048 -0.02 -0.01 0.02 0.098
H 13.5465 -2.2436 -1.5963 -0.04 0.01 -0.02 0.074
H 14.5469 -0.7890 -1.5826 -0.02 -0.03 -0.05 0.068
H 12.8307 -0.6645 -1.9530 0.00 -0.03 -0.01 0.065
C 6.2406 5.0877 -2.3114 0.02 0.12 0.07 -0.112
C 6.4505 4.9386 -0.8078 0.04 -0.09 -0.10 -0.269
C 5.7727 3.7020 -0.2202 0.13 0.00 0.12 -0.232
C 4.2531 3.6701 -0.3434 -0.08 0.09 -0.17 -0.231
C 3.5219 4.8550 0.2850 -0.05 -0.09 0.11 -0.257
C 3.7327 4.9656 1.7917 0.01 0.09 -0.03 -0.103
H 5.1862 5.2186 -2.5607 0.01 -0.03 -0.02 0.065
H 6.7776 5.9612 -2.6852 -0.02 -0.03 -0.05 0.068
H 6.6136 4.2106 -2.8451 -0.04 0.00 -0.01 0.074
H 6.1051 5.8421 -0.2977 -0.01 -0.03 0.02 0.099
H 7.5244 4.8686 -0.6120 -0.02 0.03 0.04 0.103
H 6.0531 3.6168 0.8344 -0.01 -0.02 0.00 0.099
H 6.1774 2.8096 -0.7097 0.02 0.01 0.01 0.107
H 3.8942 2.7469 0.1183 0.00 -0.01 0.07 0.079
H 3.9738 3.6050 -1.4002 0.02 -0.02 0.01 0.106
H 2.4512 4.7425 0.0906 0.02 0.02 -0.02 0.106
H 3.8241 5.7889 -0.1981 0.01 -0.03 -0.04 0.098
H 3.4029 4.0561 2.2971 0.00 -0.01 0.00 0.055
H 3.1578 5.8009 2.1951 0.02 -0.03 0.05 0.071
H 4.7821 5.1381 2.0407 -0.01 0.00 0.00 0.065
```
Forces are in eV/Å.

The orbital gap comes out at 7.07 eV. The net charge is 0. Its calculated total energy is -155009.33332 eV. The largest force on an atom comes out at 2.06 eV Å⁻¹. The highest occupied orbital energy comes out at -7.6 eV. The calculation puts the lowest unoccupied orbital energy at -0.541 eV.